# 1
A molecular structure, C51H42NO5P2PdS3 in a non-equilibrium geometry, computed with wB97M-V/def2-TZVPD.

## Properties
Charge: +1
Largest force on an atom in eV/Å: 5.09
HOMO level (spin up / spin down) in eV: -10.32 / -10.32
LUMO level (spin up / spin down) in eV: -4.262 / -4.196

Geometry (Å):
Pd: 0.1247 -0.6068 0.1119
O: 3.2099 0.6970 -0.4965
S: 2.4508 -0.4470 0.0119
C: 2.7312 -1.7606 -1.2046
C: 3.6359 -2.7994 -1.1087
C: 3.7956 -3.6599 -2.1871
C: 3.0518 -3.4836 -3.3409
C: 2.1020 -2.4766 -3.4139
C: 1.9340 -1.6107 -2.3409
P: 0.6600 -0.2922 -2.3008
C: -0.7899 -0.8462 -3.2428
C: -1.9494 -1.1597 -2.5428
C: -3.0363 -1.6885 -3.2136
C: -2.9846 -1.8597 -4.5869
C: -1.8593 -1.4689 -5.2950
C: -0.7560 -0.9644 -4.6294
C: 1.3485 0.9741 -3.3935
C: 0.5239 2.0511 -3.7124
C: 0.9462 3.0008 -4.6199
C: 2.1890 2.8684 -5.2230
C: 3.0145 1.8027 -4.9003
C: 2.6095 0.8631 -3.9694
C: 3.2157 -1.0187 1.5506
C: 4.5420 -1.4026 1.6395
C: 5.0223 -1.9040 2.8404
C: 4.1751 -2.0087 3.9323
C: 2.8695 -1.5515 3.8582
C: 2.3768 -1.0276 2.6669
P: 0.7546 -0.1680 2.5814
C: 1.3019 1.5713 2.7612
C: 0.2922 2.5072 3.0035
C: 0.5879 3.8512 3.1283
C: 1.9026 4.2809 3.0154
C: 2.9068 3.3590 2.7744
C: 2.6142 2.0106 2.6414
C: 0.0202 -0.4838 4.2307
C: -0.6540 -1.6864 4.4334
C: -1.2542 -1.9486 5.6524
C: -1.2091 -1.0108 6.6711
C: -0.5307 0.1799 6.4771
C: 0.0875 0.4437 5.2690
H: 4.2129 -2.9541 -0.2115
H: 4.5061 -4.4694 -2.1176
H: 3.1966 -4.1428 -4.1836
H: 1.4772 -2.3814 -4.2882
H: -1.9975 -0.9779 -1.4740
H: -3.9236 -1.9687 -2.6649
H: -3.8296 -2.2846 -5.1072
H: -1.8391 -1.5615 -6.3708
H: 0.1212 -0.6559 -5.1821
H: -0.4484 2.1121 -3.2447
H: 0.3082 3.8356 -4.8707
H: 2.5133 3.5968 -5.9489
H: 3.9747 1.6915 -5.3804
H: 3.2518 0.0337 -3.7125
H: 5.1944 -1.2750 0.7886
H: 6.0522 -2.2169 2.9199
H: 4.5464 -2.4147 4.8612
H: 2.2329 -1.5976 4.7287
H: -0.7273 2.1600 3.1159
H: -0.1962 4.5697 3.3197
H: 2.1364 5.3285 3.1395
H: 3.9306 3.6885 2.6943
H: 3.4214 1.3139 2.4733
H: -0.6939 -2.4087 3.6315
H: -1.7644 -2.8867 5.8056
H: -1.7004 -1.2033 7.6118
H: -0.4777 0.9117 7.2677
H: 0.6200 1.3730 5.1446
O: -0.2302 -3.8874 -2.8228
C: -0.6027 -3.7284 -1.6766
N: -0.1780 -2.7862 -0.8234
S: -0.9350 -2.8277 0.6070
O: -1.7866 -1.6528 0.7785
O: 0.0432 -2.9810 1.6601
C: -1.9347 -4.2649 0.2780
C: -2.8898 -4.9290 1.0117
C: -3.5256 -6.0084 0.4067
C: -3.2256 -6.3812 -0.8956
C: -2.2885 -5.6752 -1.6373
C: -1.6382 -4.6143 -1.0295
H: -3.1424 -4.6140 2.0120
H: -4.2776 -6.5557 0.9517
H: -3.7299 -7.2280 -1.3389
H: -2.0665 -5.9255 -2.6625
C: -5.4029 6.3150 0.0204
C: -4.2825 5.3251 0.0538
C: -3.6742 4.8850 -1.1176
C: -2.6231 3.9870 -1.0768
C: -2.1672 3.5263 0.1443
C: -2.7815 3.9283 1.3199
C: -3.8270 4.8295 1.2736
S: -0.8370 2.3016 0.2677
C: 0.5521 3.3605 -0.3063
O: -1.0707 1.3791 -0.8861
H: -5.7363 6.4886 -0.9996
H: -5.0818 7.2666 0.4471
H: -6.2427 5.9573 0.6145
H: -4.0299 5.2396 -2.0737
H: -2.1716 3.6290 -1.9884
H: -2.4427 3.5379 2.2654
H: -4.3090 5.1360 2.1896
H: 0.3526 3.6966 -1.3167
H: 1.4424 2.7340 -0.2954
H: 0.6656 4.1947 0.3752

Atoms 1-6, force components in eV/Å:
Pd 3.519 3.633 0.600
O -0.267 0.491 0.278
S 0.366 -1.060 -0.629
C -0.400 -0.067 -0.077
C 0.136 0.082 0.273
C -0.043 0.097 -0.048


# 2
A molecular structure, C51H43ClCrN10O4P2Se2 in a non-equilibrium geometry, computed with wB97M-V/def2-TZVPD.

## Properties
Multiplicity: 4
Charge: +1
Largest force on an atom in eV/Å: 2.45
HOMO level (spin up / spin down) in eV: -9.29 / -9.29
LUMO level (spin up / spin down) in eV: -4.185 / -4.172
<S²>: 3.78

Geometry (Å):
Cr: 0.0940 -1.2048 -1.0332
Se: -4.2275 3.5068 1.6591
P: -2.1191 3.4754 1.8218
C: -1.6624 3.6929 3.5699
C: -1.1173 2.7256 4.3959
C: -0.8679 3.0193 5.7258
C: -1.1761 4.2712 6.2316
C: -1.7320 5.2397 5.4068
C: -1.9790 4.9499 4.0803
C: -1.2189 4.8507 1.0415
C: 0.1640 4.8870 1.1966
C: 0.8717 5.9796 0.7337
C: 0.2011 7.0295 0.1221
C: -1.1724 6.9766 -0.0542
C: -1.8884 5.8827 0.4032
C: -1.4798 2.0289 0.9706
C: -0.6835 0.8832 1.0247
N: -0.8095 0.3116 -0.2008
N: -1.6187 1.0384 -0.9286
N: -2.0271 2.0574 -0.2604
P: 0.1529 -0.0231 2.3125
Se: 1.0466 -1.7806 1.4280
C: 1.5017 1.0425 2.9142
C: 2.2319 1.6213 1.8767
C: 3.3678 2.3574 2.1520
C: 3.7804 2.5132 3.4653
C: 3.0456 1.9539 4.4972
C: 1.9074 1.2092 4.2306
C: -1.1613 -0.5003 3.4897
C: -2.4881 -0.3898 3.0769
C: -3.5126 -0.6933 3.9524
C: -3.2165 -1.0974 5.2439
C: -1.8985 -1.2717 5.6339
C: -0.8647 -0.9935 4.7579
H: -0.9025 1.7434 4.0021
H: -0.4402 2.2665 6.3732
H: -0.9984 4.4922 7.2731
H: -1.9774 6.2151 5.8002
H: -2.4315 5.6876 3.4302
H: 0.6709 4.0615 1.6818
H: 1.9429 6.0232 0.8692
H: 0.7524 7.8963 -0.2106
H: -1.6894 7.7952 -0.5321
H: -2.9604 5.8217 0.2685
H: 1.9114 1.4805 0.8520
H: 3.9330 2.7945 1.3419
H: 4.6780 3.0717 3.6834
H: 3.3681 2.0848 5.5182
H: 1.3575 0.7634 5.0444
H: -2.7297 -0.0524 2.0775
H: -4.5350 -0.5973 3.6220
H: -4.0163 -1.2664 5.9466
H: -1.6748 -1.6290 6.6267
H: 0.1616 -1.1596 5.0507
Cl: 7.1042 1.6642 -1.9160
C: 5.4955 1.0842 -1.6953
C: 5.2971 -0.1848 -1.1406
C: 4.0298 -0.6757 -0.9737
C: 2.8874 0.0745 -1.3499
O: 1.7156 -0.4399 -1.2740
C: 3.1066 1.4020 -1.8384
C: 1.9739 2.2804 -2.0616
O: 0.8263 2.0207 -1.7566
C: 4.4100 1.8678 -2.0234
H: 6.1464 -0.7855 -0.8574
H: 3.8714 -1.6415 -0.5125
H: 2.2391 3.2491 -2.5251
H: 4.5586 2.8657 -2.4053
O: -3.9449 -2.1212 -6.6547
N: -4.4026 -2.5772 -5.6293
O: -5.3885 -3.2769 -5.5655
C: -3.7197 -2.3103 -4.3790
C: -4.2833 -2.8621 -3.2563
C: -3.6520 -2.8044 -1.9913
C: -4.1722 -3.3765 -0.8153
C: -3.4032 -3.3113 0.3300
C: -2.1520 -2.7157 0.2996
N: -1.6249 -2.1481 -0.7959
C: -2.3923 -2.1753 -1.9167
C: -1.8582 -1.5086 -3.0503
N: -0.6774 -0.8864 -2.8345
C: -0.1199 -0.2386 -3.8418
C: -0.6768 -0.2147 -5.1176
C: -1.8637 -0.8730 -5.3681
C: -2.5034 -1.5503 -4.3132
H: -5.2191 -3.3972 -3.3495
H: -5.1392 -3.8518 -0.8234
H: -3.7616 -3.7266 1.2577
H: -1.5380 -2.6936 1.1926
H: 0.7949 0.2893 -3.6187
H: -0.1754 0.3216 -5.9067
H: -2.2953 -0.8690 -6.3561
C: 2.0779 -2.8236 -3.0596
N: 0.9776 -3.1598 -2.1158
C: 1.5717 -4.0038 -1.0472
N: 2.2333 -5.1767 -1.5602
C: 3.2870 -4.7722 -2.4825
N: 2.7354 -3.9950 -3.5875
C: 1.7554 -4.8124 -4.2903
N: 0.6799 -5.2190 -3.3910
C: 0.0370 -4.0379 -2.8653
C: 1.2658 -5.9820 -2.2921
H: 2.8216 -2.2222 -2.5337
H: 1.6628 -2.2456 -3.8931
H: 0.7688 -4.3146 -0.3690
H: 2.2992 -3.4053 -0.4881
H: 3.7723 -5.6646 -2.8810
H: 4.0295 -4.1705 -1.9525
H: 2.2434 -5.7057 -4.6836
H: 1.3379 -4.2361 -5.1211
H: -0.7672 -4.3508 -2.1902
H: -0.3904 -3.4787 -3.7064
H: 1.7667 -6.8607 -2.7011
H: 0.4732 -6.3038 -1.6122

Atoms 1-6, force components in eV/Å:
Cr 1.315 -0.936 1.085
Se 0.206 0.041 0.058
P -0.858 0.708 0.566
C 0.138 -0.208 -0.371
C -0.038 0.064 -0.251
C -0.002 -0.009 0.177


> largest force on an atom of number 2 (C51H43ClCrN10O4P2Se2)?

2.45 eV/Å